(1)
64
Properties=species:S:1:pos:R:3:forces:R:3 method="wB97M-V/def2-TZVPD" homo_lumo_gap_ev=5.7286 total_energy_ha=-7952.8569 homo_ha=-0.2930 max_force_ha_per_bohr=0.1670 lumo_ev=-2.24 spin_multiplicity=1
C -2.487865 -1.451941 -3.508010 -0.70 0.17 -0.46
C -1.579005 -0.205869 -2.940694 -0.34 0.13 -0.98
C -0.536904 -0.657155 -1.713521 -2.81 -0.11 -1.59
I 1.326667 -1.280108 -2.675179 -0.83 0.35 0.82
N -0.420638 0.562347 -0.815152 1.07 4.23 3.68
C 0.750098 1.518203 -0.874934 -3.76 2.75 4.60
C 0.403912 2.668741 0.242343 0.51 -3.61 -3.17
C 1.464614 3.900428 0.467244 -1.23 0.21 -0.68
P 3.181576 3.289275 1.141397 2.97 0.65 5.45
O 3.333410 3.622357 2.705554 -1.30 -1.27 -5.81
O 3.424732 1.572812 0.941556 -1.61 2.66 -0.09
O 4.509952 4.144185 0.328711 -2.03 -3.57 1.23
N -0.928877 2.350085 0.889804 2.50 -2.85 -4.00
C -1.495211 3.252074 1.960485 1.04 1.42 0.90
Br -3.490894 3.510051 1.877477 1.64 -0.23 -0.57
C -0.949794 2.880815 3.498001 1.42 0.31 -0.15
C 0.175813 1.685985 3.514888 0.33 -0.25 1.20
Br -2.492431 2.547883 4.787319 1.52 -0.06 -0.78
C -1.404107 1.065950 0.255520 1.75 0.49 -0.91
C -2.806216 0.287878 0.583785 0.46 -0.81 -1.40
C -2.886277 -0.427538 2.055437 -0.60 -0.03 -0.92
C -1.665351 -1.466650 2.395025 1.19 -0.98 7.53
O -1.467687 -1.755557 3.711458 -1.64 1.99 -8.19
N -0.712982 -2.100971 1.405757 0.14 -1.03 1.97
C -0.392777 -3.559300 1.798139 1.42 -4.62 1.32
C -1.534697 -4.646239 2.294773 2.83 -0.46 -0.17
C -1.198236 -6.213124 2.729973 3.39 3.13 -1.47
C 0.360946 -6.733872 2.643683 -1.45 4.16 -1.05
C 1.544453 -5.680602 2.128945 -4.19 0.82 0.44
C 1.185523 -4.108245 1.732970 -2.59 -2.92 1.09
H -2.480602 -2.408567 -2.833238 0.15 1.80 -1.19
H -3.613893 -1.082169 -3.566212 2.36 -0.82 0.15
H -2.194002 -1.749579 -4.612023 -0.40 0.58 2.43
H -0.975485 0.245923 -3.862528 -1.08 -0.87 2.12
H -2.342565 0.633513 -2.591329 1.81 -1.71 -0.31
H -1.021445 -1.594404 -1.204463 1.25 2.13 -0.38
H 1.718673 1.545821 -1.531772 -2.38 -0.57 1.18
H 1.609405 4.484678 -0.558220 -0.31 -1.41 2.13
H 1.064568 4.680147 1.257419 1.06 -1.71 -1.49
H 2.652422 1.070462 1.344831 1.26 1.06 -0.58
H 5.334016 3.578265 0.508168 -1.54 1.10 -0.30
H -1.035291 4.334075 1.748846 -1.20 -2.60 0.17
H -0.406849 3.846729 3.942782 -1.47 -2.11 -1.12
H 1.270541 2.113863 3.305285 -2.47 -0.68 0.23
H 0.226474 1.259304 4.624432 -0.20 0.95 -2.44
H -0.058563 0.773465 2.821103 0.27 1.86 1.24
H -2.890812 -0.593905 -0.216802 0.44 2.07 1.58
H -3.714988 1.007400 0.337845 2.04 -1.42 0.88
H -3.885706 -1.080645 2.052622 2.22 1.33 -0.02
H -3.060963 0.416478 2.846313 0.85 -1.95 -1.07
H 0.214799 -1.610633 1.583875 -1.48 -0.59 -0.45
H -2.651916 -4.233175 2.371389 2.73 -1.15 -0.14
H -2.090813 -6.887033 3.102062 2.15 1.53 -0.89
H 0.601792 -7.837246 2.954180 -0.39 2.48 -0.73
H 2.636573 -6.128980 2.068298 -2.49 1.36 0.07
H 2.092771 -3.447405 1.388119 -2.16 -1.26 0.71
C 3.324633 1.169655 -6.146429 1.67 -0.14 -0.02
F 3.760509 -0.128039 -6.235741 -0.67 1.04 0.08
F 3.608112 1.570110 -4.865272 -0.50 -0.25 -0.81
F 4.157486 1.898547 -6.957010 -1.13 -0.64 0.72
S 1.519810 1.364711 -6.589807 -2.52 0.73 -1.60
O 0.786686 0.525532 -5.631935 1.06 0.24 0.04
O 1.402523 0.893736 -7.976719 0.90 0.25 1.64
O 1.230351 2.797469 -6.440823 1.01 -1.29 0.31


(2)
11
Properties=species:S:1:pos:R:3:forces:R:3 method="wB97M-V/def2-TZVPD" relative_energy_ev=1.658 homo_lumo_gap_ev=10.3685 total_energy_ha=-338.8464 homo_ha=-0.5543 charge=+1 max_force_ha_per_bohr=0.0694 lumo_ev=-4.72 spin_multiplicity=1
C 1.704012 -0.728107 -0.886404 0.06 -2.18 -0.24
C 0.407039 0.447929 0.630090 1.13 -0.62 -0.71
N 1.489629 -0.387764 -2.141275 -2.80 1.09 0.34
N -0.781961 0.432259 1.630407 -2.32 1.79 -2.04
O 2.585010 -1.292372 -0.374534 1.11 0.47 0.79
O 0.456893 -0.660312 -0.027899 -1.36 2.20 1.53
H 2.172409 -0.574382 -2.782268 2.84 -0.50 -1.41
H 0.620837 -0.580204 -2.613072 -0.71 0.45 0.64
H -0.683260 1.010781 2.502317 0.40 -0.57 -1.09
H -1.231888 -0.443253 1.825123 -0.14 -1.13 0.44
H -1.544569 0.957617 0.998723 1.79 -0.98 1.75


(3)
59
Properties=species:S:1:pos:R:3:forces:R:3 method="wB97M-V/def2-TZVPD" relative_energy_ev=0.000 homo_lumo_gap_ev=6.6232 total_energy_ha=-4388.9862 homo_ha=-0.1538 charge=-1 max_force_ha_per_bohr=0.0988 lumo_ev=2.44 spin_multiplicity=1
C 5.054119 -1.459174 0.760316 -0.23 -0.13 -0.02
C 4.139603 -2.164683 1.557302 0.21 0.09 -0.33
C 2.901304 -2.531308 1.040667 0.00 0.26 -0.57
C 2.538006 -2.172462 -0.279901 0.71 0.28 0.19
C 1.192053 -2.430692 -0.763328 -0.10 -1.96 -2.20
C 0.895146 -2.530390 -2.110333 0.91 0.39 1.99
N -0.343518 -2.775505 -2.601010 -0.89 0.20 -0.66
C -0.456674 -2.982827 -4.052566 0.12 -0.55 0.47
C -1.902880 -3.081330 -4.514916 -0.20 -0.09 0.31
O -2.692051 -3.850203 -3.605774 0.19 0.54 -0.01
C -2.755693 -3.240747 -2.316464 0.04 0.05 -0.20
C -1.385224 -3.150026 -1.655650 -0.10 -0.46 -0.29
C 3.482467 -1.496284 -1.086217 -0.10 -0.15 0.67
C 4.720515 -1.133138 -0.561655 -0.05 -0.28 0.15
H 6.023795 -1.170734 1.167634 -0.29 -0.02 -0.10
H 4.394194 -2.429017 2.585645 -0.03 0.10 -0.30
H 2.189435 -3.094405 1.650364 0.18 0.25 -0.13
H 0.473721 -2.838153 -0.046418 0.25 0.49 -0.25
H 1.663118 -2.384227 -2.879251 -0.31 0.13 0.36
H 0.033915 -2.140430 -4.556903 -0.06 -0.17 0.05
H 0.065088 -3.910694 -4.348306 -0.05 0.17 0.11
H -2.307770 -2.058126 -4.639536 -0.15 -0.41 0.07
H -1.957252 -3.641419 -5.458071 0.05 0.43 0.13
H -3.188572 -2.221869 -2.371825 -0.04 -0.42 -0.20
H -3.406520 -3.907114 -1.733564 0.13 0.44 -0.04
H -1.161401 -4.129513 -1.191594 0.16 0.22 -0.09
H -1.428743 -2.400438 -0.854544 0.06 -0.13 -0.12
H 3.208745 -1.234572 -2.109041 0.17 0.12 0.34
H 5.430485 -0.589692 -1.187120 -0.17 -0.12 0.20
O 0.378528 6.210546 2.223023 0.17 -0.66 -0.36
C 0.465551 5.133230 1.808757 -0.49 1.22 0.82
Co 0.604969 3.567039 1.026863 0.22 -0.33 0.07
C -0.131587 3.906387 -0.505245 -1.07 -0.61 -0.83
O -0.630737 4.102354 -1.531696 0.61 0.06 0.93
C 2.224781 3.450608 0.366661 1.27 -0.41 -0.81
O 3.247169 3.436777 -0.172303 -0.62 0.15 0.38
C -0.658622 2.047557 1.563705 -0.47 0.65 -2.66
C -2.091045 2.345660 1.488560 -0.73 -0.46 0.39
C -2.619963 3.591113 1.896417 -0.21 -0.27 -0.23
C -3.942938 3.925448 1.600487 0.28 -0.28 0.13
C -4.776422 2.999960 0.962364 0.05 -0.15 -0.06
C -4.298184 1.715609 0.676955 0.09 0.18 0.24
C -2.977685 1.374813 0.973404 0.04 0.57 -0.09
C 0.026652 0.831237 1.382597 -1.90 -1.06 -2.81
C 0.197959 -0.279895 0.635336 -0.38 1.20 1.26
Co 0.633197 1.765393 2.766368 2.76 0.90 4.17
C 0.485307 3.155076 3.890792 -0.36 0.91 1.77
O 0.405528 3.936970 4.738334 0.11 -0.86 -1.37
C 2.401926 1.777540 2.483053 1.99 -0.56 0.22
O 3.551752 1.661486 2.463770 -1.59 0.29 -0.16
C 0.564948 0.463412 3.963789 -0.14 -0.81 0.94
O 0.575810 -0.375290 4.757736 -0.06 0.98 -1.11
H -1.974245 4.299206 2.426042 -0.21 -0.25 -0.40
H -4.314371 4.916959 1.866846 0.04 -0.29 -0.06
H -5.799423 3.274439 0.701103 0.24 -0.08 0.07
H -4.946724 0.969126 0.217864 0.04 0.20 0.11
H -2.599019 0.368000 0.781957 -0.05 0.35 -0.09
H 0.743990 -1.095203 1.105348 0.06 0.35 -0.52
H -0.166516 -0.326383 -0.396824 -0.10 -0.21 0.54


(4)
65
Properties=species:S:1:pos:R:3:forces:R:3 method="wB97M-V/def2-TZVPD" relative_energy_ev=0.655 homo_lumo_gap_ev="8.1841 / 6.8662" total_energy_ha=-4327.9167 homo_ha="-0.4285 / -0.4285" charge=+1 max_force_ha_per_bohr=0.0044 lumo_ev="-3.48 / -4.79" spin_multiplicity=4
Tc 0.567729 0.281355 0.115210 0.13 -0.05 0.08
O -0.325023 4.055765 -2.005289 0.01 0.00 0.03
C -0.064877 3.209247 -1.169977 0.02 -0.02 -0.07
O 0.935490 2.417512 -1.106783 0.05 0.00 0.00
C -1.003563 2.987305 -0.007315 -0.03 -0.05 0.12
C -2.043231 3.832278 0.340578 0.00 0.01 -0.04
C -2.777392 3.561469 1.481634 -0.01 -0.01 0.01
C -2.441808 2.460538 2.264808 -0.02 0.02 0.00
C -1.404838 1.664081 1.844419 0.02 0.05 -0.05
N -0.715739 1.913351 0.723221 -0.08 0.12 0.15
C -0.897936 0.477367 2.593064 0.15 -0.05 -0.07
O -1.389892 0.029018 3.587045 -0.05 -0.02 0.08
O 0.210200 -0.010179 2.026953 -0.15 0.07 0.10
H -2.237214 4.682972 -0.297979 -0.01 0.00 0.02
H -3.594845 4.207267 1.773354 0.01 0.00 0.00
H -2.958576 2.210264 3.180602 -0.01 0.01 0.00
C 2.504625 1.533500 2.231920 -0.04 0.03 -0.05
N 2.612689 0.948849 0.864508 0.06 0.04 -0.06
C 3.365917 1.956554 0.061953 -0.04 -0.06 0.04
C 3.447489 -0.284540 0.937064 -0.05 0.04 0.01
C 2.641315 -1.478854 1.383300 0.02 0.00 -0.03
N 1.509700 -1.733965 0.448190 0.00 -0.11 -0.04
C 1.980112 -2.478736 -0.749295 -0.02 0.00 0.09
C 0.571931 -2.671701 1.134489 0.04 0.03 -0.06
H 3.497382 1.858503 2.549200 0.00 0.02 0.01
H 2.107636 0.814281 2.937613 0.03 -0.02 0.00
H 1.842835 2.396665 2.192100 -0.01 -0.01 0.01
H 4.379473 2.024153 0.465650 0.00 0.01 -0.02
H 2.870235 2.916320 0.132637 -0.02 0.02 0.00
H 3.392840 1.676389 -0.983546 0.00 0.00 -0.02
H 4.285382 -0.112847 1.617469 0.00 -0.01 0.03
H 3.880254 -0.461780 -0.045641 0.00 0.02 -0.05
H 2.216668 -1.318623 2.372283 0.00 0.03 -0.01
H 3.276462 -2.367226 1.430799 0.00 -0.01 0.00
H 2.252830 -3.490397 -0.444464 0.00 -0.01 -0.01
H 2.847097 -2.011837 -1.193050 0.05 0.03 -0.02
H 1.178359 -2.522502 -1.481196 0.00 0.00 -0.01
H 1.138106 -3.556856 1.431492 -0.01 0.00 0.01
H -0.211162 -2.957729 0.440083 0.00 0.00 0.00
H 0.147434 -2.196288 2.009852 0.00 -0.01 0.02
Br -3.398833 -4.856195 2.734349 0.00 -0.01 0.00
C -3.737165 -3.651987 1.326331 0.01 -0.01 0.01
C -4.835879 -3.837930 0.496741 -0.03 0.00 -0.04
N -5.131592 -3.008090 -0.498439 0.06 0.00 0.04
C -4.336289 -1.963657 -0.697459 -0.05 0.01 -0.01
C -3.199576 -1.719662 0.064096 0.01 0.00 0.05
C -2.896016 -2.579715 1.109350 0.00 0.00 0.00
C -2.379604 -0.510821 -0.226230 0.10 -0.06 -0.13
O -2.874821 0.560970 -0.471453 -0.05 0.02 0.00
O -1.058412 -0.745622 -0.237840 -0.18 0.06 -0.04
H -5.498756 -4.681545 0.649038 0.00 0.01 0.00
H -4.605709 -1.285579 -1.499270 0.00 -0.01 0.00
H -2.052334 -2.400584 1.760615 -0.02 0.00 -0.01
C -1.140811 0.875333 -3.071992 0.00 -0.02 -0.01
C 0.286638 0.477526 -3.055166 -0.01 0.04 0.06
N 1.056070 0.107345 -2.033595 0.18 -0.07 -0.12
C 2.345580 0.014653 -2.544121 -0.07 -0.07 0.02
C 2.341215 0.282604 -3.864988 -0.02 0.03 -0.04
N 1.032664 0.561985 -4.167000 0.01 0.02 -0.02
H -1.579572 0.864163 -2.082693 0.00 0.02 0.01
H -1.719205 0.212112 -3.717104 -0.01 -0.01 0.02
H -1.217629 1.893707 -3.457298 0.00 -0.01 -0.01
H 3.199364 -0.225256 -1.945224 0.02 -0.03 0.03
H 3.129214 0.298677 -4.595890 -0.01 0.01 0.01
H 0.677383 0.856634 -5.061743 0.00 -0.01 -0.01